C4H8O2 | ωB97M-V/def2-TZVPD

The calculation puts the energy at -307.666868 hartree. As for the total charge: 0. The calculation puts the HOMO energy at -9.85 eV. The calculation puts the orbital gap at 0.397 Ha. For the max |F|, the calculation gives 0.51 eV Å⁻¹. As for the SMILES: O[C@H]1CCOC1. Its spin multiplicity is 1.

```
14
Properties=species:S:1:pos:R:3:lowdin_charge:R:1
O 0.76528 -1.18967 -1.31047 -0.02
C 0.48915 0.12956 -0.88184 -0.38
C -0.98313 0.29779 -0.49305 -0.11
C -0.99066 -0.26551 0.94750 -0.17
O 0.38319 -0.35088 1.36576 -0.14
C 1.14609 0.41920 0.44303 -0.17
H 0.92429 -1.71217 -0.51030 0.10
H 0.88509 0.83468 -1.61701 0.15
H -1.65576 -0.24121 -1.16514 0.12
H -1.25958 1.35796 -0.49609 0.11
H -1.43072 -1.26868 0.99515 0.12
H -1.55454 0.38055 1.63320 0.12
H 1.08437 1.49793 0.65628 0.13
H 2.19694 0.11045 0.43297 0.14
```